1.
Here is C29H87BrCoN16O12 as an isolated structure in a non-equilibrium geometry from the OMol25 dataset. Energies are from ωB97M-V with the def2-TZVPD basis set.

Calculated values
Orbital gap (spin up / spin down), hartree: 0.3183 / 0.3185
E_HOMO (spin up / spin down), eV: -8.66 / -8.67
<S²>: 3.7559
Strongest force on any atom, hartree/bohr: 0.1256
Multiplicity: 4
DFT total energy, eV: -187567.1124
ΔE to the lowest compared entry with this formula, charge and spin, kJ/mol: 0.0

Positions of all 146 atoms, in Å:
Co -1.753 -1.716 -0.185
Br -0.038 0.167 -0.224
O -3.239 -0.482 0.414
H -4.198 -0.641 0.312
C -0.635 -1.031 4.141
C -0.203 -1.944 3.020
C 0.123 -3.370 3.511
O 0.498 -4.169 2.333
C 0.952 -5.445 2.620
N -1.390 -2.011 2.102
H -1.455 -1.403 4.754
H -1.082 -0.098 3.800
H 0.122 -0.826 4.898
H 0.695 -1.516 2.575
H -0.642 -3.961 4.016
H 0.902 -3.145 4.239
H 1.760 -5.340 3.344
H 1.342 -5.956 1.739
H 0.152 -5.983 3.128
H -1.712 -1.054 2.064
H -2.063 -2.467 2.701
C -0.511 -2.201 -3.748
C -1.433 -1.122 -3.287
C -2.176 -0.447 -4.472
O -1.268 0.185 -5.425
C -1.933 0.865 -6.428
N -2.409 -1.556 -2.214
H 0.271 -1.607 -4.222
H -0.858 -2.792 -4.596
H -0.115 -2.836 -2.956
H -0.843 -0.327 -2.831
H -2.890 0.313 -4.157
H -2.831 -1.115 -5.031
H -2.507 0.259 -7.129
H -1.172 1.408 -6.989
H -2.579 1.620 -5.981
H -2.952 -0.708 -2.137
H -3.166 -2.096 -2.607
C 3.257 0.617 2.317
C 2.973 2.130 2.580
C 4.312 2.945 2.881
O 5.558 2.203 2.725
C 6.632 2.779 3.339
N 2.364 2.729 1.390
H 3.867 0.380 1.446
H 2.422 -0.072 2.190
H 3.804 0.331 3.216
H 2.216 2.304 3.345
H 4.343 3.382 3.879
H 4.355 3.849 2.273
H 6.660 2.488 4.389
H 6.620 3.860 3.194
H 7.557 2.305 3.012
H 1.790 2.018 0.961
H 3.087 2.943 0.718
C -0.591 -5.670 -1.298
C -1.366 -4.404 -0.854
C -2.468 -4.624 0.151
O -3.180 -3.370 0.271
C -4.510 -3.553 0.750
N -0.419 -3.448 -0.312
H 0.329 -5.459 -1.843
H -1.194 -6.342 -1.908
H -0.427 -6.320 -0.438
H -1.810 -3.975 -1.752
H -2.025 -4.953 1.091
H -3.022 -5.518 -0.135
H -4.508 -3.785 1.815
H -5.156 -4.247 0.211
H -5.042 -2.609 0.633
H 0.445 -3.484 -0.834
H -0.094 -3.758 0.593
C -1.204 3.675 3.007
C -2.271 3.007 2.016
C -1.976 3.398 0.601
O -2.179 4.801 0.405
C -3.602 5.126 0.070
N -2.032 1.586 2.253
H -1.437 3.662 4.072
H -1.130 4.739 2.782
H -0.204 3.332 2.745
H -3.305 3.212 2.294
H -2.621 2.797 -0.041
H -0.915 3.243 0.409
H -3.711 4.846 -0.978
H -3.948 6.159 0.059
H -4.185 4.544 0.784
H -2.494 0.988 1.583
H -1.054 1.525 2.010
C 3.660 -5.172 -1.291
C 3.463 -3.645 -1.229
C 4.788 -2.766 -1.264
O 5.579 -3.080 -0.140
C 6.994 -2.555 -0.100
N 2.517 -3.260 -2.262
H 4.058 -5.439 -2.269
H 2.709 -5.694 -1.184
H 4.408 -5.486 -0.563
H 3.105 -3.540 -0.204
H 4.557 -1.701 -1.224
H 5.366 -2.885 -2.181
H 6.845 -1.476 -0.132
H 7.597 -2.909 -0.936
H 7.556 -2.881 0.776
H 2.512 -2.250 -2.248
H 3.086 -3.374 -3.088
C 1.270 6.457 0.888
O 0.616 7.441 0.738
N 0.770 5.280 0.728
N 2.458 6.350 1.378
H -0.187 5.280 0.404
H 1.197 4.378 0.884
H 3.072 7.087 1.694
H 2.853 5.427 1.486
C -1.038 3.554 -3.104
O -2.257 3.721 -3.159
N -0.358 2.817 -3.970
N -0.281 4.149 -2.282
H -0.911 2.390 -4.700
H 0.571 2.468 -3.785
H 0.717 3.993 -2.293
H -0.713 4.720 -1.570
C 3.272 1.125 -3.057
O 2.469 1.237 -3.920
N 3.045 0.617 -1.875
N 4.493 1.646 -3.053
H 2.069 0.369 -1.803
H 3.647 0.675 -1.066
H 4.858 2.002 -3.925
H 5.187 1.326 -2.393
C -4.796 0.022 4.221
O -5.580 -0.485 5.046
N -4.840 -0.284 2.993
N -3.951 0.913 4.604
H -4.100 -0.056 2.345
H -5.585 -0.919 2.745
H -4.082 1.209 5.561
H -3.344 1.302 3.896
C -5.048 1.456 -2.315
O -6.075 0.890 -2.071
N -3.888 1.272 -1.772
N -4.929 2.472 -3.143
H -3.138 1.930 -1.928
H -3.818 0.601 -1.021
H -4.021 2.902 -3.248
H -5.695 2.621 -3.783

***

2.
Here is a 15-piece molecular cluster, C29H88O15 overall in a non-equilibrium geometry from the OMol25 dataset. Energies are from ωB97M-V with the def2-TZVPD basis set.

Calculated values
Orbital gap, hartree: 0.3738
E_HOMO, eV: -9.76
Strongest force on any atom, hartree/bohr: 0.0450
DFT total energy, eV: -62209.7659
ΔE to the lowest compared entry with this formula, charge and spin, kJ/mol: 0.0

Positions of all 132 atoms, in Å:
C 1.226 -1.041 4.096
O 0.136 -1.648 3.418
H 1.345 -1.556 5.032
H 2.176 -1.158 3.535
H 1.012 0.025 4.278
H 0.361 -1.904 2.498
C 3.237 2.555 2.471
O 4.349 1.893 3.141
H 3.182 3.603 2.810
H 3.444 2.507 1.405
H 2.249 2.122 2.726
H 4.035 1.702 4.025
C 0.136 4.977 1.287
O 0.918 5.183 0.116
H 0.505 5.618 2.061
H -0.909 5.314 1.129
H 0.030 3.925 1.554
H 0.432 4.684 -0.580
C -0.291 4.355 -3.088
O -0.827 4.189 -1.733
H 0.810 4.390 -2.979
H -0.587 3.466 -3.700
H -0.591 5.271 -3.547
H -1.256 4.996 -1.527
C -0.213 3.679 4.789
O -1.198 2.817 5.277
H 0.720 3.624 5.412
H 0.065 3.351 3.787
H -0.541 4.749 4.724
H -1.123 1.976 4.752
C 4.487 4.449 -0.537
O 3.172 3.998 -0.766
H 4.739 4.247 0.492
H 5.162 3.847 -1.149
H 4.571 5.554 -0.717
H 2.490 4.435 -0.201
C 3.785 -2.870 0.777
O 5.154 -2.826 0.487
H 3.373 -2.101 1.375
H 3.132 -2.707 -0.112
H 3.613 -3.841 1.268
H 5.438 -1.914 0.472
C -3.068 0.227 5.342
O -2.272 0.199 4.199
H -2.707 0.999 6.020
H -4.132 0.420 5.131
H -3.046 -0.776 5.787
H -1.786 -0.626 4.070
C -0.837 0.077 -5.564
C -0.963 0.312 -4.060
C -2.345 0.926 -3.652
O -0.744 -0.975 -3.395
H -1.621 -0.598 -5.863
H 0.157 -0.386 -5.693
H -0.866 1.037 -6.087
H -0.162 1.007 -3.744
H -2.252 1.169 -2.589
H -3.103 0.141 -3.792
H -2.651 1.816 -4.269
H -1.410 -1.082 -2.719
C 3.903 0.324 -4.638
C 3.363 0.814 -3.313
C 4.297 0.416 -2.169
O 3.388 2.255 -3.367
H 4.232 -0.715 -4.631
H 4.776 0.913 -4.909
H 3.152 0.460 -5.411
H 2.345 0.446 -3.102
H 4.476 -0.676 -2.183
H 3.823 0.692 -1.218
H 5.213 1.024 -2.158
H 3.066 2.584 -2.514
C 1.556 -3.409 -2.979
C 0.211 -3.881 -2.660
C 0.058 -5.404 -2.620
O -0.048 -3.413 -1.309
H 1.810 -3.609 -4.035
H 2.377 -3.829 -2.367
H 1.565 -2.340 -2.766
H -0.456 -3.436 -3.392
H 0.910 -5.821 -2.093
H -0.026 -5.890 -3.596
H -0.879 -5.648 -2.113
H -0.861 -2.906 -1.377
C -4.551 -2.864 -1.659
C -3.843 -1.859 -0.809
C -3.876 -2.355 0.607
O -2.439 -1.772 -1.171
H -5.595 -2.922 -1.383
H -4.076 -3.802 -1.566
H -4.519 -2.647 -2.737
H -4.334 -0.883 -0.926
H -3.411 -3.329 0.548
H -4.850 -2.349 1.046
H -3.254 -1.686 1.256
H -1.979 -1.169 -0.590
C -4.135 2.263 0.163
C -4.113 1.868 1.647
C -4.956 0.650 1.838
O -2.742 1.596 2.025
H -5.119 2.519 -0.246
H -3.782 1.399 -0.420
H -3.378 3.034 -0.005
H -4.461 2.764 2.211
H -4.932 0.495 2.935
H -4.587 -0.268 1.377
H -5.999 0.813 1.489
H -2.788 1.010 2.806
C 1.133 -0.407 -0.241
C 0.151 0.584 0.316
C -0.074 1.806 -0.475
O -1.099 -0.109 0.519
H 0.682 -0.944 -1.083
H 1.505 -1.070 0.553
H 2.037 0.112 -0.595
H 0.531 0.775 1.328
H -0.289 1.582 -1.507
H 0.725 2.538 -0.456
H -0.952 2.328 -0.109
H -1.711 0.493 1.028
C 1.408 -4.644 3.047
C 0.625 -4.584 1.769
C -0.844 -4.903 1.999
O 0.745 -3.287 1.188
H 1.029 -3.899 3.752
H 2.473 -4.431 2.831
H 1.338 -5.621 3.543
H 0.991 -5.315 1.067
H -1.279 -4.293 2.756
H -0.962 -5.930 2.282
H -1.410 -4.760 1.062
H 0.575 -3.305 0.228

***

3.
Here is a 14-piece molecular cluster, C29H91N19O14 overall in a non-equilibrium geometry from the OMol25 dataset. Energies are from ωB97M-V with the def2-TZVPD basis set.

Calculated values
Orbital gap, hartree: 0.2967
E_HOMO, eV: -8.42
Strongest force on any atom, hartree/bohr: 0.0449
DFT total energy, eV: -88530.0859

Positions of all 153 atoms, in Å:
C 1.846 -3.053 -2.933
O 2.305 -3.680 -1.733
H 2.144 -3.720 -3.745
H 0.771 -2.881 -2.889
H 2.413 -2.137 -3.124
H 2.136 -3.029 -1.031
C 0.449 4.104 0.712
O 1.455 4.807 0.019
H 0.889 3.499 1.511
H -0.327 4.798 1.028
H -0.109 3.338 0.148
H 2.279 4.269 -0.006
C 7.013 -1.207 -0.617
O 5.890 -1.325 -0.113
N 7.511 -0.023 -1.083
N 7.934 -2.211 -0.576
H 8.466 -0.098 -1.373
H 6.980 0.828 -1.075
H 7.578 -3.117 -0.319
H 8.802 -2.077 -1.056
C 1.121 1.557 -3.139
O -0.097 1.409 -3.273
N 1.683 2.533 -2.381
N 2.074 0.845 -3.807
H 2.663 2.758 -2.324
H 1.100 3.234 -1.946
H 1.872 -0.017 -4.278
H 3.042 1.088 -3.693
C 4.363 2.790 0.962
O 3.962 3.640 0.163
N 5.573 2.155 0.896
N 3.669 2.433 2.073
H 6.345 2.514 0.369
H 5.735 1.284 1.367
H 2.729 2.786 2.131
H 3.999 1.616 2.552
C -4.017 2.151 2.801
O -4.084 3.236 3.376
N -4.090 1.988 1.439
N -4.024 0.945 3.417
H -3.870 1.083 1.061
H -4.193 2.737 0.780
H -3.968 0.098 2.870
H -3.949 0.845 4.418
C 5.226 0.784 -3.082
O 4.624 1.444 -2.246
N 5.793 1.250 -4.243
N 5.276 -0.588 -3.019
H 6.490 0.644 -4.637
H 5.909 2.240 -4.373
H 5.373 -1.148 -3.846
H 4.947 -1.082 -2.205
C -3.743 -2.170 0.914
O -4.154 -1.322 1.701
N -3.397 -1.927 -0.388
N -3.615 -3.472 1.304
H -3.193 -1.001 -0.736
H -3.026 -2.703 -0.902
H -3.306 -4.182 0.670
H -4.151 -3.682 2.128
C 5.293 -4.746 1.824
O 5.881 -4.227 2.772
N 5.007 -6.069 1.737
N 5.148 -4.079 0.627
H 5.016 -6.641 2.563
H 4.678 -6.528 0.910
H 4.521 -4.477 -0.053
H 5.345 -3.088 0.582
C -0.768 0.229 1.500
C -0.329 0.443 0.067
C 0.219 -0.836 -0.571
O 1.428 -1.290 -0.035
C 2.560 -0.531 -0.429
N -1.403 1.003 -0.736
H -0.007 -0.091 2.217
H -1.646 -0.413 1.578
H -1.085 1.176 1.955
H 0.525 1.136 -0.013
H 0.240 -0.673 -1.661
H -0.500 -1.663 -0.524
H 2.536 0.433 0.083
H 2.525 -0.293 -1.501
H 3.504 -1.047 -0.283
H -1.642 1.976 -0.606
H -1.079 0.929 -1.706
C -6.838 1.023 -2.417
C -6.322 2.299 -1.776
C -4.902 2.650 -2.209
O -4.326 3.723 -1.499
C -3.200 4.264 -2.147
N -7.265 3.372 -2.203
H -6.764 1.075 -3.509
H -7.916 0.940 -2.283
H -6.376 0.129 -1.993
H -6.434 2.221 -0.693
H -4.874 2.855 -3.284
H -4.403 1.686 -2.017
H -2.674 3.535 -2.772
H -2.582 4.734 -1.384
H -3.443 5.060 -2.868
H -7.144 4.133 -1.541
H -7.028 3.719 -3.125
C 0.337 0.096 5.180
C -1.130 0.496 5.148
C -1.861 -0.034 6.355
O -3.241 0.046 6.147
C -4.034 -0.428 7.220
N -1.216 1.949 4.968
H 0.467 -0.976 5.050
H 0.848 0.491 6.068
H 0.941 0.563 4.398
H -1.557 -0.082 4.321
H -1.487 0.407 7.298
H -1.491 -1.057 6.557
H -3.543 -0.138 8.146
H -4.258 -1.494 7.089
H -5.057 -0.047 7.176
H -1.082 2.362 5.889
H -2.170 2.195 4.711
C 3.580 -0.915 3.442
C 3.046 -2.107 4.222
C 2.214 -3.047 3.370
O 0.846 -2.639 3.366
C 0.055 -3.244 2.390
N 4.218 -2.838 4.780
H 4.196 -1.183 2.581
H 4.133 -0.294 4.149
H 2.765 -0.321 3.015
H 2.454 -1.814 5.088
H 2.244 -4.104 3.679
H 2.569 -3.145 2.331
H -0.385 -4.193 2.736
H 0.476 -3.225 1.382
H -0.863 -2.636 2.370
H 4.784 -3.150 3.982
H 3.785 -3.681 5.151
C -3.615 -0.795 -4.168
C -3.352 0.195 -5.320
C -4.602 0.684 -6.046
O -5.264 -0.346 -6.721
C -6.379 0.164 -7.452
N -2.533 1.261 -4.798
H -2.719 -1.051 -3.599
H -3.939 -1.788 -4.500
H -4.413 -0.397 -3.540
H -2.832 -0.340 -6.128
H -4.188 1.474 -6.691
H -5.300 1.179 -5.357
H -6.747 -0.684 -8.019
H -6.092 1.005 -8.087
H -7.118 0.518 -6.727
H -1.582 1.019 -4.557
H -2.502 2.168 -5.240

***

4.
Here is C2AlF6O6S2 as an isolated structure in a non-equilibrium geometry from the OMol25 dataset. Energies are from ωB97M-V with the def2-TZVPD basis set.

Calculated values
Orbital gap, hartree: 0.1126
E_HOMO, eV: -14.63
Strongest force on any atom, hartree/bohr: 0.0518
DFT total energy, eV: -58915.6731
Charge: +1
ΔE to the lowest compared entry with this formula, charge and spin, kJ/mol: 0.0

Positions of all 17 atoms, in Å:
Al -1.401 1.513 -33.204
C 1.705 1.235 -37.112
F 2.736 1.949 -37.488
F 1.008 0.885 -38.157
F 2.097 0.204 -36.389
S 0.607 2.319 -36.034
O 0.567 3.644 -36.589
O -0.713 1.643 -36.053
O 1.061 2.304 -34.651
C -2.959 4.807 -29.984
F -4.215 5.182 -30.039
F -2.223 5.493 -30.821
F -2.520 4.867 -28.758
S -2.927 3.006 -30.541
O -3.580 2.214 -29.524
O -3.589 2.956 -31.833
O -1.522 2.562 -30.667

***

5.
Here is C2BF10NO4S2Sn as an isolated structure in a non-equilibrium geometry from the OMol25 dataset. Energies are from ωB97M-V with the def2-TZVPD basis set.

Calculated values
Orbital gap, hartree: 0.2002
E_HOMO, eV: -11.10
Strongest force on any atom, hartree/bohr: 0.1607
DFT total energy, eV: -67106.4857
ΔE to the lowest compared entry with this formula, charge and spin, kJ/mol: 292.4

Positions of all 21 atoms, in Å:
Sn 18.064 -11.623 -13.121
B 19.084 -12.615 -16.822
F 18.404 -11.427 -17.011
F 18.817 -13.091 -15.561
F 18.566 -13.573 -17.698
F 20.419 -12.490 -17.082
C 14.698 -11.637 -16.489
F 15.666 -12.558 -16.383
F 14.627 -11.198 -17.711
F 13.520 -12.242 -16.100
S 15.118 -10.192 -15.223
O 16.375 -9.656 -15.682
O 13.938 -9.316 -15.331
N 15.310 -11.028 -13.670
S 14.056 -10.743 -12.884
O 14.015 -9.406 -12.345
O 12.822 -11.342 -13.440
C 14.423 -11.835 -11.289
F 15.533 -11.405 -10.702
F 13.396 -11.762 -10.477
F 14.705 -13.061 -11.688

***

6.
Here is C2Br2F2O in the gas phase in a non-equilibrium geometry from the OMol25 dataset. Energies are from ωB97M-V with the def2-TZVPD basis set.

Calculated values
Orbital gap, hartree: 0.3774
E_HOMO, eV: -11.25
Strongest force on any atom, hartree/bohr: 0.0978
DFT total energy, eV: -149640.4408
ΔE to the lowest compared entry with this formula, charge and spin, kJ/mol: 32.0

Positions of all 7 atoms, in Å:
O -1.010 0.868 -1.532
C -0.807 0.082 -0.600
Br -1.975 -1.329 -0.008
C 0.529 0.159 0.284
F 0.200 0.247 1.524
F 1.173 1.318 -0.003
Br 1.890 -1.346 0.335